C16H23ClN4O13P3W | ωB97M-V/def2-TZVPD

The geometry in XYZ format:
```
61
Properties=species:S:1:pos:R:3:forces:R:3:lowdin_charge:R:1
W -0.166924 0.453061 -0.382898 0.55 -1.25 3.16 1.886
C 0.989863 -1.870466 -4.584046 -0.02 0.01 -0.06 -0.073
C 1.491184 -1.009337 -3.431639 0.04 -0.10 -0.15 -0.679
O 2.879845 -0.725087 -3.516746 0.02 0.09 -0.05 -0.063
P 1.214168 -1.945579 -1.813972 0.22 0.21 0.05 0.933
O 2.646790 -2.659828 -1.710456 0.11 0.20 0.06 -0.238
O -1.041251 -1.115932 0.189008 -0.39 -0.01 -0.23 -0.363
O 1.412944 -0.572009 -0.808138 -0.73 -0.47 -0.51 -0.645
P 0.525960 0.522055 -3.286396 -0.36 -0.02 0.47 0.469
O 1.358241 1.433737 -2.236248 0.20 0.43 -0.28 -0.181
O 0.125226 1.260693 -4.476226 -0.11 -0.21 -0.10 -0.211
O -0.624996 0.044984 -2.241171 0.57 0.10 -0.55 -0.437
H 1.573581 -2.791033 -4.630929 0.00 0.00 0.01 0.095
H 1.079841 -1.339303 -5.533344 0.02 0.01 0.01 0.094
H -0.060354 -2.138314 -4.453190 0.00 0.03 0.02 0.093
H 3.122741 -0.505141 -4.425542 -0.03 -0.07 0.01 0.123
H 3.353195 -2.156260 -2.155850 0.01 0.00 -0.02 0.075
H -1.975992 -1.202207 -0.065419 0.10 -0.06 -0.02 0.063
H 1.479756 2.334364 -2.577069 -0.05 -0.01 0.11 0.127
O -0.789568 1.507259 1.546235 0.46 0.58 0.16 -0.429
Cl 0.396292 2.444462 1.692429 -0.32 -0.47 -1.08 0.797
O 1.001666 2.296277 2.951898 0.04 -0.09 -0.04 -0.226
O 0.054800 3.767968 1.372712 0.10 -0.28 0.15 -0.188
O 1.272412 1.821122 0.590578 -0.32 0.52 0.33 -0.447
C 3.128616 -2.640258 2.987918 0.02 0.00 -0.01 -0.169
N 3.098500 -1.250263 3.442757 -0.10 0.01 -0.05 -0.134
C 2.215435 -1.148377 4.607583 -0.01 0.00 0.00 -0.163
N 0.866303 -1.672014 4.375839 0.02 0.01 -0.06 -0.136
C 0.968626 -3.048758 3.891859 -0.01 -0.01 0.05 -0.172
N 1.804399 -3.190242 2.701944 -0.01 0.08 0.00 -0.134
C 1.200539 -2.547646 1.535063 -0.06 -0.12 0.14 -0.277
P 0.979158 -0.747214 1.851689 -0.26 0.09 -0.87 1.051
C 2.691823 -0.330257 2.379241 0.08 0.00 0.05 -0.262
C 0.098660 -0.825579 3.463600 0.02 0.05 0.09 -0.265
H 3.580687 -3.242303 3.776738 0.01 0.00 0.00 0.135
H 3.750107 -2.712044 2.094370 0.00 -0.01 0.00 0.135
H 2.148740 -0.105290 4.919764 0.00 0.00 0.00 0.135
H 2.660806 -1.725591 5.418274 0.01 0.00 0.00 0.135
H -0.030580 -3.434246 3.684458 0.00 0.00 -0.01 0.134
H 1.414097 -3.647691 4.686941 -0.02 -0.02 0.00 0.135
H 0.229042 -2.994683 1.322480 0.01 0.00 -0.01 0.100
H 1.845422 -2.703261 0.671561 0.04 0.02 0.02 0.062
H 2.746657 0.693898 2.740028 0.01 0.01 0.00 0.082
H 3.355850 -0.418631 1.516994 0.01 -0.04 0.00 0.109
H -0.901607 -1.236173 3.312104 0.01 -0.03 -0.01 0.109
H -0.010771 0.174594 3.881289 0.01 -0.02 0.02 0.086
O -0.749021 2.369423 -0.899701 -0.05 0.64 -0.37 -0.117
C -2.011354 2.144678 -0.913528 0.01 0.66 -0.49 -0.388
N -2.315793 0.964439 -0.453952 -0.40 -0.12 -0.32 0.020
C -3.689545 0.688967 -0.818473 0.44 0.37 0.15 -0.316
O -4.229154 -0.356374 -0.644162 -0.05 -0.24 -0.01 0.175
C -4.192530 1.974014 -1.428222 -0.13 -0.28 0.04 -0.071
C -5.437465 2.287522 -1.917770 0.02 0.14 -0.01 0.031
C -5.593530 3.567683 -2.459593 -0.08 -0.07 -0.01 -0.028
C -4.544546 4.477038 -2.506351 0.17 0.00 0.05 -0.032
C -3.277264 4.148395 -2.014954 -0.28 0.11 -0.11 0.032
C -3.144120 2.888809 -1.481903 0.42 -0.31 0.24 -0.072
H -6.253059 1.578195 -1.888660 0.00 0.00 -0.01 0.133
H -6.555603 3.856614 -2.861378 0.00 0.00 0.01 0.118
H -4.710140 5.456035 -2.934610 -0.01 -0.01 0.00 0.117
H -2.456812 4.851101 -2.052842 0.01 -0.02 0.00 0.130
```
Positions in Å, forces in eV/Å.

Output
ΔE to the lowest compared entry with this formula, charge and spin, kcal per mole: 18.6
HOMO level, hartree: -0.41554
E_tot, eV: -91748.9065
Gap between HOMO and LUMO, Eh: 0.24502
Spin multiplicity: 1
Charge: +1